# 1
{
  "formula": "C6H6CdO5S",
  "method": "the ωB97M-V functional and the def2-TZVPD basis",
  "e_lumo_ev": -8.9456,
  "e_homo_ev": -17.08,
  "charge": 2,
  "gap_ev": 8.1,
  "total_energy_ev": -31935.9572,
  "species": ["Cd", "O", "C", "C", "O", "C", "O", "C", "O", "C", "S", "C", "O", "H", "H", "H", "H", "H", "H"],
  "coordinates": [[-0.976, -1.381, -0.667], [-1.083, -2.917, 2.360], [-1.184, -2.497, 1.288], [-2.236, 0.512, -1.665], [-2.924, 1.279, -2.125], [1.059, -1.244, -2.354], [1.999, -1.307, -3.006], [-1.824, -2.671, -2.271], [-2.325, -3.340, -3.062], [1.004, 1.314, 2.540], [0.469, 0.462, 1.001], [0.735, 1.801, -0.155], [1.560, -0.555, 0.727], [0.414, 2.221, 2.678], [2.092, 1.539, 2.456], [0.812, 0.647, 3.397], [1.789, 2.078, -0.089], [0.552, 1.425, -1.159], [0.067, 2.634, 0.106]],
  "forces_ev_per_a": [[1.06, 0.96, 0.17], [-0.61, 1.93, -5.14], [0.72, -2.10, 5.55], [-1.36, 1.35, -0.72], [1.37, -1.40, 0.87], [3.05, -0.28, -1.87], [-3.22, 0.28, 2.23], [-2.75, -3.70, -4.04], [2.23, 2.92, 3.36], [-0.26, -0.25, 0.10], [1.72, 0.41, 0.70], [-0.03, 0.21, 0.30], [-1.35, -0.23, -0.47], [0.05, 0.02, -0.10], [-0.77, -0.29, -0.22], [0.15, 0.13, -0.47], [-0.10, 0.11, 0.08], [-0.14, 0.08, -0.10], [0.23, -0.14, -0.22]]
}

---

# 2
{
  "formula": "C11H30AuN2P2Se",
  "method": "the ωB97M-V functional and the def2-TZVPD basis",
  "e_lumo_ev": [-1.7632, -4.1823],
  "multiplicity": 3,
  "e_homo_ev": [-8.92, -10.75],
  "charge": 1,
  "gap_ev": [7.2, 6.6],
  "s2": 2.010,
  "relative_energy_kcal_mol": 3.19,
  "total_energy_ev": -102481.6060,
  "species": ["Au", "H", "H", "P", "P", "C", "H", "H", "H", "C", "H", "H", "H", "C", "H", "H", "H", "C", "H", "H", "H", "C", "H", "H", "H", "C", "H", "H", "H", "H", "H", "C", "N", "C", "C", "N", "C", "C", "Se", "H", "H", "H", "H", "H", "H", "H", "H"],
  "coordinates": [[-0.335, 0.230, -1.423], [2.936, 0.359, 0.488], [2.776, -0.361, 0.657], [-0.013, 2.602, -1.622], [-0.120, -2.134, -1.634], [-1.322, -3.043, -0.644], [-1.314, -4.105, -0.937], [-1.063, -2.962, 0.424], [-2.330, -2.638, -0.808], [-0.411, -2.621, -3.363], [0.383, -2.193, -3.995], [-0.427, -3.713, -3.502], [-1.372, -2.201, -3.698], [1.441, -2.939, -1.176], [1.628, -2.792, -0.099], [1.410, -4.023, -1.391], [2.287, -2.492, -1.720], [-0.466, 3.117, -3.307], [-0.404, 4.209, -3.434], [0.217, 2.632, -4.025], [-1.492, 2.779, -3.521], [-1.069, 3.558, -0.505], [-0.739, 3.418, 0.538], [-1.023, 4.629, -0.770], [-2.108, 3.202, -0.577], [1.634, 3.336, -1.366], [2.387, 2.837, -1.998], [1.618, 4.415, -1.616], [1.941, 3.218, -0.312], [0.708, 0.266, -2.706], [-1.381, 0.235, -2.778], [0.902, 1.666, 2.546], [0.396, 0.425, 3.092], [0.932, -0.276, 4.149], [0.171, -1.376, 4.333], [-0.812, -1.367, 3.328], [-1.845, -2.376, 3.145], [-0.699, -0.212, 2.575], [-1.770, 0.641, 1.324], [0.049, 2.287, 2.254], [1.517, 1.468, 1.665], [1.527, 2.181, 3.289], [1.777, 0.128, 4.703], [0.233, -2.092, 5.138], [-1.395, -3.372, 3.034], [-2.535, -2.406, 3.999], [-2.427, -2.143, 2.248]],
  "forces_ev_per_a": [[0.03, 0.10, -0.20], [-0.06, -0.52, 0.06], [0.11, 0.45, -0.11], [-0.38, 0.40, 0.40], [-0.30, -0.27, 0.39], [-0.38, -0.54, 0.06], [-0.04, 0.25, 0.17], [-0.11, 0.06, -0.44], [0.30, -0.08, 0.12], [-0.06, 0.11, -0.28], [-0.27, -0.11, 0.25], [0.04, 0.34, 0.21], [0.32, -0.15, 0.13], [0.54, -0.01, 0.13], [-0.12, -0.08, -0.39], [-0.07, 0.49, 0.07], [-0.30, -0.14, 0.11], [-0.07, -0.09, -0.23], [0.00, -0.35, 0.14], [-0.28, 0.15, 0.28], [0.38, 0.14, 0.06], [-0.20, 0.52, 0.10], [-0.13, 0.06, -0.50], [-0.08, -0.35, 0.17], [0.34, 0.15, 0.00], [0.44, -0.05, 0.07], [-0.32, 0.17, 0.21], [-0.07, -0.52, 0.12], [-0.16, 0.06, -0.42], [0.89, -0.04, -0.82], [-0.08, 0.02, 0.33], [0.36, 0.45, 0.14], [-0.36, -0.28, -0.44], [-0.03, 0.26, 0.13], [-0.19, 0.25, -0.51], [0.12, 0.97, -0.24], [-0.32, -0.36, 0.12], [0.96, -0.27, 1.40], [-0.25, -0.97, -0.41], [0.31, -0.09, 0.21], [-0.17, 0.02, 0.05], [-0.30, -0.23, -0.12], [-0.32, -0.32, -0.15], [-0.16, -0.18, -0.36], [-0.02, 0.33, 0.03], [0.26, 0.13, -0.18], [0.21, 0.10, 0.18]]
}

---

# 3
{
  "formula": "C12H19ClN2O4S3",
  "method": "the ωB97M-V functional and the def2-TZVPD basis",
  "smiles": "CCCCS(=O)(=O)N1CCN(S(=O)(=O)c2ccc(Cl)s2)CC1",
  "e_lumo_ev": 0.2333,
  "e_homo_ev": -9.22,
  "charge": 0,
  "gap_ev": 9.5,
  "total_energy_ev": -68949.3245,
  "species": ["C", "C", "C", "C", "H", "H", "S", "O", "O", "N", "C", "H", "C", "N", "S", "O", "O", "C", "C", "C", "C", "Cl", "S", "H", "H", "C", "H", "C", "H", "H", "H", "H", "H", "H", "H", "H", "H", "H", "H", "H", "H"],
  "coordinates": [[1.155, -2.706, -4.126], [1.156, -3.880, -3.154], [2.005, -3.615, -1.909], [1.453, -2.495, -1.049], [0.451, -2.695, -0.685], [1.484, -1.526, -1.535], [2.500, -2.352, 0.409], [3.832, -2.003, 0.000], [2.336, -3.518, 1.230], [1.860, -1.042, 1.249], [2.555, 0.219, 1.183], [2.990, 0.295, 0.188], [1.525, 1.345, 1.440], [0.200, 0.785, 1.615], [-0.425, 0.157, 0.181], [-0.962, -1.159, 0.356], [0.443, 0.422, -0.927], [-1.824, 1.245, 0.014], [-3.137, 0.958, 0.223], [-3.979, 2.076, 0.050], [-3.275, 3.195, -0.284], [-3.914, 4.744, -0.576], [-1.566, 2.894, -0.398], [-5.047, 2.055, 0.164], [-3.475, -0.028, 0.482], [0.136, -0.170, 2.702], [0.288, 0.374, 3.638], [1.206, -1.272, 2.511], [0.759, -2.264, 2.464], [1.933, -1.253, 3.336], [-0.867, -0.592, 2.692], [1.769, 1.911, 2.341], [1.474, 2.027, 0.592], [3.366, 0.258, 1.925], [3.025, -3.357, -2.201], [2.053, -4.518, -1.297], [0.132, -4.101, -2.848], [1.552, -4.764, -3.660], [0.602, -2.963, -5.027], [0.690, -1.832, -3.678], [2.173, -2.449, -4.411]],
  "forces_ev_per_a": [[-0.08, -0.24, 0.10], [0.17, 0.20, 0.09], [-0.01, -0.26, -0.09], [0.62, -0.10, 0.51], [-0.09, 0.02, 0.02], [-0.04, 0.09, -0.02], [-0.08, 0.20, 0.12], [-0.11, 0.28, -0.22], [-0.38, 0.00, 0.01], [0.40, -0.73, -0.40], [0.56, 0.20, -0.17], [0.06, 0.22, 0.12], [0.32, 0.13, -0.22], [-0.33, -0.26, -0.76], [-1.36, 0.83, -0.07], [-0.16, -0.03, 0.41], [0.25, 0.44, 0.12], [0.36, -0.14, -0.13], [0.44, -0.31, -0.01], [0.14, 0.46, -0.11], [0.43, -0.55, 0.14], [-0.04, 0.25, -0.07], [-0.60, 0.11, -0.04], [-0.19, 0.05, 0.00], [-0.07, -0.22, 0.06], [-0.15, -0.32, 0.21], [-0.06, -0.01, -0.10], [-0.04, -0.43, 0.38], [-0.05, 0.09, 0.24], [-0.09, -0.05, -0.07], [0.08, -0.05, 0.27], [-0.08, -0.02, -0.08], [0.24, 0.09, 0.14], [-0.05, 0.01, -0.12], [0.03, -0.08, -0.04], [0.06, -0.04, -0.07], [-0.05, -0.12, -0.01], [-0.06, -0.04, 0.05], [-0.04, 0.07, -0.10], [-0.05, 0.17, -0.03], [0.11, 0.08, -0.06]]
}

---

# 4
{
  "formula": "C4H11NO2",
  "method": "the ωB97M-V functional and the def2-TZVPD basis",
  "e_lumo_ev": [3.7399, 3.6223],
  "multiplicity": 2,
  "e_homo_ev": [0.72, -6.22],
  "charge": -1,
  "gap_ev": [3.0, 9.8],
  "s2": 0.750,
  "relative_energy_kcal_mol": 18.85,
  "total_energy_ev": -9910.6209,
  "species": ["C", "C", "C", "N", "C", "O", "H", "H", "H", "H", "H", "H", "H", "H", "H", "H", "H", "O"],
  "coordinates": [[0.889, 1.768, 0.420], [1.297, 2.483, -0.882], [-0.469, 1.091, 0.379], [-0.476, -0.248, 0.635], [-1.599, -1.031, 0.119], [-1.463, 1.680, -0.028], [1.606, 1.082, 0.824], [0.894, 2.618, 1.141], [0.729, 3.422, -0.901], [0.974, 1.912, -1.743], [2.390, 2.602, -0.840], [0.398, -0.735, 0.634], [-1.161, -2.020, 0.252], [-2.416, -1.114, 0.832], [-1.895, -0.665, -0.866], [-0.445, -4.547, 0.482], [0.726, -3.837, -0.084], [0.022, -4.461, -0.372]],
  "forces_ev_per_a": [[-0.25, 1.29, 1.01], [-0.46, -0.52, 0.59], [0.33, -0.33, -0.92], [-1.14, 1.60, -0.37], [1.04, -0.44, 1.41], [-0.11, 0.20, 0.34], [0.66, -0.54, -0.19], [-0.42, -0.74, 0.03], [0.53, -0.06, -0.19], [0.29, -0.17, -0.33], [-0.43, 0.31, -0.38], [0.66, -0.32, 0.20], [-0.31, -0.59, -1.21], [-0.41, 0.75, -0.09], [-0.05, -0.49, 0.12], [-0.09, -0.12, -0.22], [0.04, 0.03, -0.32], [0.12, 0.13, 0.53]]
}